C18H18ClN3O4S | ωB97M-V with the def2-TZVPD basis set

Geometry as XYZ:
```
45
Properties=species:S:1:pos:R:3:mulliken_charge:R:1
C -8.72004 -1.85508 0.42902 -0.822
H -8.33821 -2.11136 1.42214 0.333
O -7.72317 -1.98620 -0.55754 -0.434
C -6.60936 -1.21775 -0.46333 0.676
C -6.36370 -0.29817 0.54779 -0.372
C -5.19028 0.44408 0.55026 0.475
C -4.22418 0.27258 -0.43708 0.029
C -4.49150 -0.65090 -1.45008 -0.506
C -5.65802 -1.37723 -1.47408 -0.728
H -5.85620 -2.08505 -2.26208 0.413
H -3.75012 -0.77094 -2.22362 0.428
O -3.05709 0.97738 -0.54121 -0.389
C -2.25114 1.14801 0.61956 -0.565
C -0.83215 0.90523 0.22488 0.323
C 0.13838 1.72489 -0.27762 -0.761
C 1.24016 0.85591 -0.47655 0.818
N 0.92525 -0.36691 -0.11634 -0.435
O -0.34840 -0.34567 0.31484 -0.199
C 2.58577 1.21805 -0.99527 0.205
O 2.89885 2.36534 -1.24629 -0.707
N 3.38702 0.15076 -1.16546 -0.225
H 3.06040 -0.75431 -0.85949 0.406
C 4.76962 0.25815 -1.58191 0.200
C 5.65920 -0.10186 -0.42599 -0.097
C 6.57470 0.70494 0.17133 -0.372
S 7.35461 -0.11679 1.46711 -0.206
C 6.35864 -1.52088 1.10570 0.580
N 5.55796 -1.34512 0.12131 -0.435
C 6.47520 -2.76741 1.89525 -1.059
H 5.76401 -3.49741 1.51858 0.306
H 6.27010 -2.57146 2.94670 0.307
H 7.48348 -3.17218 1.81870 0.299
H 6.83180 1.71615 -0.06833 0.452
C 5.03585 -0.66708 -2.76832 -1.559
H 4.35826 -0.43085 -3.58446 0.420
H 6.05970 -0.54552 -3.11180 0.373
H 4.88791 -1.70045 -2.46476 0.363
H 4.93202 1.30464 -1.85912 0.407
H 0.09917 2.77264 -0.48146 0.434
H -2.35306 2.17164 0.99764 0.326
H -2.53116 0.43245 1.39870 0.498
Cl -5.00627 1.62011 1.81492 -0.228
H -7.07430 -0.12657 1.33962 0.463
H -9.50186 -2.55988 0.15136 0.229
H -9.13568 -0.84283 0.44706 0.338
```

Summary:
calculated total energy: -54974.83831 eV
highest occupied orbital energy: -0.3101 Eh
SMILES: COc1ccc(OCc2cc(C(=O)N[C@H](C)c3csc(C)n3)no2)c(Cl)c1
LUMO energy: 0.02575 hartree
frontier orbital gap: 9.14 eV